Formula: C9H18F2N3
Source: the OMol25 dataset
Level of theory: ωB97M-V/def2-TZVPD

XYZ file:
```
32
Properties=species:S:1:pos:R:3:nbo_charge:R:1
C -0.09 0.72 0.41 0.578
C -0.87 -0.38 -1.69 0.021
C 0.08 -1.73 0.62 0.720
C -1.24 2.05 2.20 -0.631
C 0.63 1.08 -3.18 -0.629
C 0.59 -3.06 2.64 -0.558
C -0.02 2.00 1.26 -0.444
C -0.85 0.44 -2.97 -0.390
C 0.69 -3.00 1.00 -0.498
N -0.83 0.65 -0.68 -0.492
N 0.20 -1.38 -1.56 -0.096
N 0.43 -0.39 0.96 -0.619
F -1.23 -1.81 0.51 -0.316
F -0.21 -2.47 -2.17 -0.216
H -1.93 -0.79 -1.77 0.226
H -2.14 2.34 1.69 0.230
H -1.24 2.94 2.82 0.252
H -1.49 1.17 2.82 0.234
H 0.84 1.79 -2.45 0.198
H 0.56 1.47 -4.20 0.234
H 1.15 0.11 -3.28 0.246
H -0.41 -3.42 2.78 0.228
H 0.66 -1.97 2.87 0.185
H 1.37 -3.67 3.01 0.239
H 0.94 1.87 1.71 0.220
H -0.01 2.93 0.70 0.254
H -1.17 -0.22 -3.72 0.232
H -1.62 1.16 -2.93 0.195
H 0.27 -3.83 0.53 0.266
H 1.79 -2.92 0.79 0.250
H -1.19 1.53 -1.06 0.437
H 1.20 -0.08 1.62 0.444
```

Net charge: +1
HOMO-LUMO gap (alpha / beta) (eV): 8.087 / 8.086
Energy (eV): -19518.723
Energy above the lowest of the compared OMol25 structures with the same formula, charge and spin (kcal per mole): 69.0

Formula: C9H18F9KO17P2S3
Source: the OMol25 dataset
Level of theory: ωB97M-V/def2-TZVPD

XYZ file:
```
59
Properties=species:S:1:pos:R:3:lowdin_spin:R:1
K -0.10 -0.07 0.23 -0.001
C -4.71 2.70 -0.61 0.000
F -5.13 1.96 -1.65 0.000
F -3.87 3.69 -1.08 0.000
F -5.74 3.24 0.04 0.000
S -3.82 1.44 0.63 0.000
O -4.23 1.93 1.95 0.001
O -4.27 0.07 0.35 0.002
O -2.38 1.54 0.27 0.002
C -1.00 -4.21 1.60 -0.001
F -0.27 -3.77 0.53 0.000
F -1.96 -5.08 1.18 -0.001
F -0.12 -4.83 2.40 0.000
S -1.80 -2.67 2.56 0.003
O -0.73 -1.65 2.57 0.004
O -3.03 -2.24 1.86 0.103
O -2.11 -3.14 3.91 0.021
C -2.64 -3.60 -2.55 -0.008
F -1.73 -3.36 -3.50 -0.002
F -3.70 -4.12 -3.13 -0.002
F -2.24 -4.55 -1.70 -0.002
S -3.05 -2.04 -1.61 -0.041
O -3.92 -2.43 -0.46 0.547
O -1.73 -1.55 -1.22 0.118
O -3.76 -1.13 -2.57 0.258
C 2.63 -2.59 1.86 0.000
O 2.95 -1.28 1.31 0.000
P 2.94 0.09 2.19 0.000
O 1.87 0.97 1.68 0.000
O 2.79 -0.25 3.74 0.000
C 1.50 -0.43 4.35 0.000
O 4.47 0.63 2.08 0.000
C 5.58 -0.30 2.41 0.000
H 1.91 -2.55 2.67 0.000
H 3.41 -3.13 2.40 0.000
H 2.16 -3.24 1.12 0.000
H 0.61 -0.01 3.88 0.000
H 1.47 0.33 5.13 0.000
H 1.20 -1.41 4.73 0.000
H 5.18 -1.07 3.06 0.000
H 6.33 0.10 3.09 0.000
H 5.90 -0.68 1.44 0.000
C 1.23 4.30 -0.46 0.000
O 1.91 3.87 -1.57 0.000
P 1.26 2.83 -2.66 0.000
O 1.05 1.52 -2.02 0.000
O -0.10 3.56 -3.19 0.000
C -1.23 2.86 -3.43 0.000
O 2.23 2.89 -3.95 0.000
C 2.49 1.73 -4.63 0.000
H 0.49 5.09 -0.61 0.000
H 1.95 4.68 0.26 0.000
H 0.79 3.49 0.12 0.000
H -2.14 3.36 -3.10 0.000
H -1.19 1.97 -2.81 0.000
H -1.36 2.44 -4.43 0.000
H 1.81 0.91 -4.39 0.000
H 3.52 1.38 -4.57 0.000
H 2.44 1.79 -5.72 0.000
```

Net charge: -1
HOMO-LUMO gap (alpha / beta) (eV): 7.933 / 4.127
Spin multiplicity: 2
Energy (eV): -136302.738

Formula: C9H18INO8P3Yb
Source: the OMol25 dataset
Level of theory: ωB97M-V/def2-TZVPD

XYZ file:
```
41
Properties=species:S:1:pos:R:3:nbo_charge:R:1
C 3.21 2.16 2.40 -0.276
C 2.56 2.90 1.73 0.016
C 1.56 3.63 0.93 -0.487
C 1.04 2.83 -0.28 -0.404
C -0.16 1.89 0.02 -0.435
C 0.09 0.39 -0.03 0.228
C 0.77 -0.04 1.35 -0.134
O -0.08 -0.85 2.15 -0.477
N -0.51 -0.07 3.31 0.408
O -1.60 -0.32 3.59 -0.195
O -1.15 -0.32 -0.11 -0.793
P -0.96 -1.84 -0.71 1.182
C -2.15 -1.46 -2.09 -0.944
P -2.50 -2.91 0.52 1.999
O -3.26 -3.75 -0.42 -1.087
O -3.40 -1.92 1.38 -0.966
O -1.76 -3.88 1.63 -0.975
O 0.56 -1.49 -1.55 -0.913
C 0.93 -0.13 -1.24 -0.242
P 0.71 0.77 -2.91 0.954
O 2.07 1.68 -2.92 -0.990
I 1.28 -1.05 -4.49 -0.150
H 3.88 1.75 3.13 0.247
H 0.75 3.99 1.57 0.239
H 2.09 4.50 0.52 0.247
H 0.69 3.56 -1.00 0.222
H 1.90 2.32 -0.72 0.226
H -0.57 2.17 0.99 0.228
H -0.96 2.10 -0.70 0.240
H 1.71 -0.58 1.17 0.167
H 1.00 0.84 1.93 0.235
H -0.83 -3.17 -1.39 -0.260
H 0.00 -2.22 0.42 -0.276
H -3.06 -1.08 -1.63 0.253
H -1.77 -0.68 -2.75 0.235
H -2.41 -2.35 -2.66 0.244
H -3.63 -2.34 2.22 0.518
H -0.82 -3.71 1.71 0.475
H 1.99 -0.08 -0.94 0.216
H 1.92 2.47 -3.45 0.516
Yb 0.85 -3.69 -0.66 1.710
```

Net charge: +1
HOMO-LUMO gap (eV): 6.350
Energy (eV): -94980.978

Formula: C9H18N2O2SYb
Source: the OMol25 dataset
Level of theory: ωB97M-V/def2-TZVPD

XYZ file:
```
33
Properties=species:S:1:pos:R:3:nbo_charge:R:1
N -2.49 2.51 -0.23 -0.811
C -2.61 1.09 0.06 -0.224
C -1.69 0.72 1.22 -0.409
C -1.35 -0.77 1.38 -0.404
C -1.04 -1.58 0.12 -0.439
C 0.18 -1.22 -0.72 -0.099
S 0.41 -2.59 -1.99 -0.010
C 0.12 0.05 -1.57 -0.115
O 1.50 0.18 -2.07 -0.438
C 2.30 -0.51 -1.31 0.881
O 3.52 -0.58 -1.54 -0.770
C 1.60 -1.08 -0.11 -0.391
C 1.86 -0.05 1.02 -0.248
N 2.55 1.20 0.52 -0.965
H -2.86 2.75 -1.14 0.375
H -1.52 2.81 -0.23 0.329
H -2.41 0.46 -0.82 0.145
H -3.64 0.91 0.37 0.222
H -2.20 1.02 2.14 0.250
H -0.79 1.35 1.19 0.149
H -0.51 -0.87 2.08 0.189
H -2.18 -1.27 1.88 0.250
H -0.91 -2.62 0.43 0.239
H -1.90 -1.56 -0.55 0.242
H -0.59 -3.35 -1.54 0.167
H -0.11 0.97 -1.02 0.198
H -0.53 -0.03 -2.43 0.259
H 2.06 -2.03 0.13 0.283
H 0.95 0.25 1.54 0.262
H 2.49 -0.51 1.77 0.224
H 1.89 1.93 0.28 0.436
H 3.13 1.59 1.26 0.344
Yb 4.77 0.86 -0.13 1.880
```

Net charge: +2
HOMO-LUMO gap (eV): 5.158
Energy (eV): -59048.623

Formula: C9H18N2O4
Source: the OMol25 dataset
Level of theory: ωB97M-V/def2-TZVPD

XYZ file:
```
33
Properties=species:S:1:pos:R:3:nbo_charge:R:1
C 0.34 1.42 3.16 -0.615
C 0.27 1.70 1.71 -0.211
C 1.22 2.87 1.41 -0.595
C 0.36 0.31 0.94 -0.306
C -0.69 -0.69 1.35 -0.240
N -2.05 -0.39 0.84 -0.391
O -3.08 -1.37 0.74 -0.577
C 0.53 0.48 -0.59 0.694
O 1.60 0.91 -1.08 -0.639
N -0.40 0.04 -1.56 -0.641
C 0.02 -0.17 -2.96 -0.211
C 0.81 -1.43 -3.19 -0.547
C 0.18 -2.62 -2.51 0.800
O -0.79 -3.20 -3.05 -0.580
O 0.71 -2.87 -1.19 -0.698
H -0.59 1.08 3.68 0.213
H 1.02 0.56 3.24 0.200
H 0.77 2.33 3.65 0.221
H -0.71 2.09 1.49 0.187
H 0.97 3.61 2.20 0.200
H 1.04 3.42 0.46 0.224
H 2.27 2.55 1.47 0.218
H 1.24 -0.22 1.31 0.239
H -0.41 -1.67 0.86 0.205
H -0.67 -0.74 2.48 0.193
H -2.39 0.50 1.19 0.360
H -2.95 -2.01 0.02 0.469
H -1.19 -0.55 -1.22 0.406
H -0.95 -0.19 -3.56 0.206
H 0.56 0.69 -3.37 0.237
H 1.84 -1.18 -2.81 0.252
H 0.89 -1.73 -4.29 0.250
H 0.24 -3.51 -0.80 0.477
```

HOMO-LUMO gap (eV): 9.374
SMILES: CC(C)[C@@H](CNO)C(=O)NCCC(=O)O
Energy (eV): -20792.685
Energy above the lowest of the compared OMol25 structures with the same formula, charge and spin (kcal per mole): 103.2

Formula: C9H18N2Si
Source: the OMol25 dataset
Level of theory: ωB97M-V/def2-TZVPD

XYZ file:
```
30
Properties=species:S:1:pos:R:3:nbo_charge:R:1
C -1.03 -0.19 -3.33 -0.631
C -1.28 0.38 -1.96 -0.914
Si -1.08 -0.13 -0.25 1.536
C -0.46 -1.77 0.36 -0.939
C -0.18 -2.81 -0.80 -0.600
C -1.74 0.96 1.10 -0.937
C -1.68 0.43 2.58 -0.606
H -0.08 -0.64 -3.45 0.197
H -1.74 -0.98 -3.49 0.207
H -1.10 0.52 -4.05 0.204
H -1.72 1.35 -2.01 0.217
H 0.56 -1.60 0.78 0.281
H -0.99 -2.30 1.09 0.234
H 0.51 -2.45 -1.61 0.207
H 0.24 -3.67 -0.21 0.207
H -1.18 -3.05 -1.12 0.204
H -1.12 1.93 1.10 0.252
H -2.83 1.22 0.87 0.253
H -2.67 0.02 2.84 0.202
H -1.01 -0.35 2.92 0.213
H -1.56 1.18 3.29 0.209
C 3.00 2.07 1.14 -0.350
C 2.34 0.89 1.73 -0.029
N 1.66 0.20 0.87 -0.304
N 1.99 0.74 -0.30 -0.361
C 2.68 1.92 -0.20 -0.045
H 3.74 2.77 1.53 0.237
H 2.56 0.50 2.72 0.205
H 1.28 0.42 -1.06 0.431
H 2.91 2.43 -1.09 0.219
```

HOMO-LUMO gap (eV): 8.180
SMILES: CC=[Si](CC)CC.c1cn[nH]c1
Energy (eV): -20479.285
Energy above the lowest of the compared OMol25 structures with the same formula, charge and spin (kcal per mole): 80.1